Here is 10 unconnected molecules or ions with the total composition C27H64N5O8 in a non-equilibrium geometry from OMol25. Energies are from wB97M-V/def2-TZVPD.

Summary:
E_LUMO ... -3.67 eV
F_max ... 2.3 eV Å⁻¹
HOMO level ... -0.3943 hartree
Orbital gap ... 7.05 eV
Energy relative to the best compared isomer or geometry (same formula, charge and spin) ... 0.0 kJ/mol

ORCA input file:
```
! RIJCOSX wB97M-V def2-TZVPD def2/J DEFGRID3
* xyz 1 1
O 0.68647 -3.66169 -6.14441
O -4.36473 -2.31546 -3.21548
O 2.85350 -0.22213 5.10703
O 2.00705 5.83881 3.13474
O -4.77246 4.82145 -0.70835
O -2.45565 -0.87663 5.63011
O 1.31694 -0.19787 0.25037
O 2.06863 1.16031 -2.09553
N -0.19566 -3.00582 -4.15028
N 2.52504 -2.80045 0.34527
N -4.04092 3.51299 0.98507
N 4.76268 0.28255 -3.20442
N -5.97808 -1.79138 1.83079
C 3.32285 0.53184 2.91954
C 4.93163 -0.58989 -1.99914
C -6.56320 -1.35975 -3.04982
C 3.68436 -0.27324 -4.13089
C 0.81312 -3.15944 -5.05382
C 1.46341 3.93134 1.79538
C -2.95338 2.87256 0.24893
C 3.01954 -0.52666 3.94590
C 0.06570 4.66218 3.81741
C 4.39031 1.68266 -2.75205
C 0.11905 -2.52977 -2.83168
C -0.55292 0.08707 4.63200
C -5.26116 -2.42486 1.19762
C 2.88279 -1.94825 3.50201
C 0.12025 -0.04289 0.94139
C -1.32985 -1.03574 5.23600
C 1.26310 4.91327 2.92311
C 6.11101 0.36298 -3.90952
C -5.04762 -1.34617 -2.97083
C -1.16461 -0.43491 0.22141
C -4.38478 -3.24525 0.37414
C 3.24240 1.83339 -1.77666
C -4.11548 3.21708 2.42227
C -4.79526 4.50392 0.46891
C -1.50769 -3.60847 -4.35974
C -4.39291 -0.02833 -2.51219
C -0.52790 -2.31533 5.55871
H 6.00830 1.15976 -4.63900
H 3.03513 2.91243 -1.76642
H 5.41324 -1.53630 -2.24936
H -1.48725 -4.32396 -5.18060
H -4.37864 0.69496 -3.32604
H -4.85671 3.82582 2.93292
H 2.75926 -0.33873 -3.56594
H 0.52297 3.71510 1.27947
H -6.84684 -0.62331 -3.80135
H 1.75608 -2.72523 -4.67599
H 0.46385 -3.29383 -2.12304
H 5.31585 1.98075 -2.25285
H 3.95305 -0.76802 -1.55769
H 3.62861 0.39120 -4.98682
H 0.35026 -0.21891 4.11127
H -4.43531 2.17469 2.49634
H -6.88903 -2.35085 -3.36021
H -1.97410 3.08573 0.67617
H -0.18623 3.60075 3.79307
H 2.38466 0.88874 2.49374
H 5.61314 -0.15072 -1.27124
H -1.41740 0.24543 -0.58998
H -0.76549 5.22386 3.38298
H 3.55663 1.61568 -0.74951
H 2.12140 -1.83558 0.21791
H -1.85201 -4.16295 -3.48924
H -3.37186 -0.31578 -2.25836
H -4.66871 -3.04790 -0.66446
H -2.18792 -2.81809 -4.67174
H 6.23493 -0.61890 -4.36187
H -1.21142 0.55379 3.89489
H 2.47138 -3.12146 -0.62613
H -4.72116 -4.27850 0.47525
H -0.78456 -2.07501 -2.42222
H 3.52231 -2.75106 0.52708
H 0.19655 5.00377 4.84054
H 3.96092 1.33178 3.28456
H 3.99564 -1.29059 -4.36478
H 1.88916 -3.30061 0.95881
H 1.80299 0.63104 -1.30508
H -4.85548 0.38041 -1.61497
H 0.82990 -1.69983 -2.79426
H -1.12517 -2.97203 6.18866
H 3.86584 0.02027 2.11751
H -3.03174 3.17890 -0.79158
H -0.31218 -2.90923 4.66472
H 6.86555 0.50206 -3.14124
H 0.44116 -2.08547 6.00245
H -0.04081 1.02006 1.18642
H -1.28602 -1.47903 -0.09817
H -0.38017 0.80177 5.43690
H 1.86421 2.99887 2.19052
H -2.02210 -0.50068 0.90491
H -5.46867 5.04805 1.14868
H 0.17349 -0.46487 1.95520
H -3.13957 1.79740 0.27286
H 2.33418 -2.56544 4.20802
H 3.86823 -2.33982 3.23843
H 4.32222 2.31144 -3.63945
H -3.31039 -3.11692 0.44733
H -3.14358 3.29469 2.91140
H -6.96967 -1.15285 -2.06032
H 2.29680 -1.93040 2.57917
H 2.05675 4.29966 0.95844
*
```

Here is a molecular structure, C36H30BrO3PTc from OMol25. Energies are from wB97M-V/def2-TZVPD.

Summary:
E_LUMO (alpha / beta) ... -0.50 / -0.69 eV
<S²> ... 0.76
F_max ... 0.9 eV Å⁻¹
HOMO level (alpha / beta) ... -0.2700 / -0.2777 hartree
Orbital gap (alpha / beta) ... 6.85 / 6.87 eV
Energy relative to the best compared isomer or geometry (same formula, charge and spin) ... 91.2 kJ/mol

ORCA input file:
```
! RIJCOSX wB97M-V def2-TZVPD def2/J DEFGRID3
* xyz 0 2
Tc -0.09504 -0.09068 -0.02036
Br -2.61939 -0.03805 -6.69623
P 0.01179 0.55587 2.21621
O 0.23852 1.83378 -0.73130
O -0.03062 3.82434 -1.67667
O 1.98346 -0.51538 -0.68139
C -0.66468 1.93131 -2.94054
C -0.90584 5.03999 1.94525
C -0.31332 2.34173 2.23566
C 1.77364 -0.28180 0.50689
C -5.64498 2.53491 -0.43908
C -3.91280 0.99602 -1.07580
C -1.87632 0.18262 5.83676
C -1.88573 4.08657 1.70078
C -0.44110 0.59208 -3.23546
C -1.81782 0.76272 -5.17611
C 4.48618 -0.02197 3.11998
C -0.76599 -1.47988 3.91574
C -1.58946 2.74324 1.83537
C 2.58683 -0.05783 1.69638
C -1.35218 0.72837 4.67113
C -3.31444 -1.43186 1.82665
C -1.81632 -0.64967 -0.00177
C -5.83816 1.81187 0.72483
C -0.80627 -0.10366 3.70168
C -1.84292 -1.18701 6.04073
C -0.08996 2.60788 -1.71066
C -3.22768 -0.98660 0.37208
C -2.03871 2.10720 -4.91879
C 2.29669 0.54578 4.00844
C -4.09228 0.25771 0.09727
C -4.67642 2.11947 -1.34160
C 3.66293 0.35358 4.18060
C 0.66066 3.29782 2.48647
C 0.36201 4.64592 2.33734
C -1.01104 -0.00243 -4.35132
C 3.95815 -0.24052 1.85761
C -1.45145 2.68481 -3.80654
C 1.75794 0.36093 2.74590
C -1.28079 -2.02009 5.07995
C -5.06937 0.68494 0.98944
C -3.70600 -2.14408 -0.52550
H -1.38441 1.79871 4.51194
H 1.66132 3.00417 2.77606
H -3.15522 0.70788 -1.79363
H 0.23087 0.00156 -2.62022
H -2.31053 0.83320 6.58446
H -1.59862 3.73199 -3.57873
H -1.25148 -3.09028 5.23714
H -1.12829 6.08988 1.80838
H 4.09586 0.49570 5.16232
H 4.58004 -0.54945 1.02932
H -3.08944 -3.02840 -0.35848
H 1.13185 5.38626 2.50944
H -4.32493 -1.76612 2.06632
H 1.67214 0.83896 4.84294
H -4.74480 -2.38806 -0.29984
H -3.64534 -1.87431 -1.58081
H -2.63880 -2.27156 1.99284
H -0.82509 -1.04206 -4.58153
H -3.04547 -0.63433 2.51565
H -6.24081 3.41504 -0.64271
H -1.62385 -0.61632 -1.13248
H 5.54629 -0.15738 3.28787
H -2.66052 2.69108 -5.58280
H -2.34523 2.00354 1.58995
H -6.58886 2.12344 1.44019
H -5.23548 0.15195 1.91540
H -2.87305 4.38623 1.37457
H -0.33176 -2.12702 3.16050
H -2.25289 -1.60915 6.94897
H -4.50379 2.67570 -2.25444
*
```

Here is C8H12N4 in the gas phase in a non-equilibrium geometry from OMol25. Energies are from wB97M-V/def2-TZVPD.

Summary:
E_LUMO ... 0.01 eV
F_max ... 4.6 eV Å⁻¹
HOMO level ... -0.2901 hartree
SMILES ... CC1=C(C)N[C@@](C)(N)C(C#N)=N1
Orbital gap ... 7.90 eV
Energy relative to the best compared isomer or geometry (same formula, charge and spin) ... 238.3 kJ/mol

ORCA input file:
```
! RIJCOSX wB97M-V def2-TZVPD def2/J DEFGRID3
* xyz 0 1
N 0.63793 -1.58636 0.33261
N -0.17272 0.85639 -0.62884
N 0.73050 1.38492 1.66509
N 3.84027 -0.98289 -0.63374
C 1.50116 -0.56584 0.21381
C -1.14189 -0.08300 -0.44354
C 2.06586 1.79631 -0.37606
C 2.77911 -0.78703 -0.22643
C 1.00913 0.90759 0.27828
C -2.40884 0.02873 -1.32611
C -1.61124 -2.39106 0.90353
C -0.71883 -1.27420 0.21511
H -2.19979 0.66616 -2.21163
H -0.26402 1.61059 -1.37000
H 3.09013 1.76754 0.06151
H -2.64652 -2.10948 1.12136
H 0.21351 2.25230 1.65440
H -2.72731 -1.02624 -1.48682
H 1.73077 2.78926 -0.17685
H 2.06904 1.58844 -1.43235
H -3.20267 0.56202 -0.73084
H -1.07752 -2.64635 1.94161
H -1.63296 -3.42153 0.51590
H 0.13690 0.66373 2.14001
*
```

Here is a molecular structure, C21H43AlKO16 in a non-equilibrium geometry from OMol25. Energies are from wB97M-V/def2-TZVPD.

Summary:
E_LUMO (alpha / beta) ... -7.29 / -8.98 eV
<S²> ... 0.75
F_max ... 4.3 eV Å⁻¹
HOMO level (alpha / beta) ... -0.5171 / -0.5171 hartree
Orbital gap (alpha / beta) ... 6.78 / 5.09 eV

ORCA input file:
```
! RIJCOSX wB97M-V def2-TZVPD def2/J DEFGRID3
* xyz 2 2
K -0.83525 -4.59314 1.87991
Al 2.76871 -4.08793 -0.42586
O -2.58004 2.31627 4.39972
O 0.58698 -2.41277 0.76353
O 3.12876 -1.11406 -1.69193
O 4.41592 -0.17053 2.56710
O -3.52647 3.56917 2.63170
O 4.29927 -2.00456 1.27040
O -4.51687 3.83245 -0.39551
O 5.65130 -0.20790 0.83846
O -1.50247 2.83648 2.47150
O -3.26064 -3.99285 -1.53285
O 4.09672 -0.17778 -3.59839
O -2.29808 4.48648 -0.34971
O -3.05445 2.31443 -0.73509
O -3.73990 -2.01087 -0.97267
O 3.39214 1.08741 -2.17571
O -3.39953 -3.55051 0.71575
C -1.12715 2.14428 -2.21973
C 4.91424 -1.24783 -3.97950
C -2.90041 -5.35226 -1.35490
C -3.49397 -3.23060 -0.46557
C -1.80293 1.77726 -0.84570
C 5.54217 -0.74370 -5.38207
C -4.20368 -6.19075 -1.28769
C -2.51174 2.90297 3.29102
C 3.07018 1.55682 -0.82154
C 7.29675 -1.71430 0.02662
C 3.52551 -0.21088 -2.42435
C -4.82323 3.60565 3.21875
C 3.46017 -0.60945 3.52050
C 6.18665 -0.70548 -0.35760
C -0.30655 2.13439 2.90186
C 4.71562 -0.90272 1.54259
C -5.55609 2.22424 3.27983
C -4.07874 -0.98944 -0.11039
C 0.07447 -1.12750 0.55653
C -5.05868 5.09343 -0.12516
C -3.19519 3.63178 -0.50649
H -4.82586 3.95383 4.25165
H 0.36373 2.15617 2.04259
H 6.58393 0.10685 -0.96619
H 5.45780 -1.20358 -0.99695
H -4.96209 -5.91828 -2.02163
H -2.39943 -5.63179 -2.28172
H -4.67687 5.59524 0.76393
H 0.22340 2.51896 3.77327
H -3.20046 -0.50124 0.31198
H -4.63443 -0.19587 -0.60995
H 5.61987 -1.50940 -3.19097
H -0.46074 1.05567 2.92804
H -0.69327 3.14391 -2.19558
H -4.66727 -6.20518 -0.30130
H 6.20931 0.08075 -5.13045
H -6.13022 4.89518 -0.10076
H -2.18970 -5.45591 -0.53500
H -0.26907 1.49000 -2.37375
H 3.56554 2.51783 -0.68305
H -5.06993 1.76477 4.14044
H -4.81197 5.70927 -0.99003
H -1.18635 2.07884 0.00103
H 0.79380 -0.31663 0.67128
H -3.94390 -7.21807 -1.54307
H 4.69536 -0.33794 -5.93556
H 8.04435 -1.93291 -0.73588
H 4.29635 -2.09829 -4.26768
H 3.63788 -1.63946 3.82973
H -5.48026 1.76087 2.29614
H 2.42976 -0.52130 3.17617
H 6.97772 -2.69006 0.39296
H -4.80507 -1.19430 0.67611
H -0.78491 -0.90328 1.18842
H -5.39985 4.21464 2.52252
H 3.56899 0.01987 4.40380
H 2.03030 1.80890 -0.61364
H 6.03265 -1.55437 -5.92090
H -0.18122 -1.05333 -0.50045
H 3.47370 0.90667 -0.04528
H -6.61073 2.41429 3.47908
H -1.86867 2.19999 -3.01669
H 7.84145 -1.17438 0.80114
H -1.94708 0.69740 -0.81117
*
```